Computed, not measured: one molecule with the formula C22H27NO4S, with ωB97M-V/def2-TZVPD.

```
! RIJCOSX wB97M-V def2-TZVPD def2/J DEFGRID3
* xyz 0 1
C -6.151 -1.970 1.187
C -6.723 -0.747 0.482
C -5.826 0.486 0.597
C -4.517 0.372 -0.183
O -3.611 -0.422 0.556
C -2.367 -0.635 0.063
C -1.892 -0.148 -1.151
C -0.589 -0.406 -1.535
C 0.268 -1.122 -0.713
C 1.679 -1.353 -1.138
O 1.969 -2.041 -2.099
N 2.630 -0.733 -0.382
C 2.306 0.159 0.721
C 1.324 1.241 0.346
C 0.295 1.574 1.218
C -0.619 2.558 0.889
C -0.513 3.228 -0.318
C 0.516 2.912 -1.188
C 1.429 1.927 -0.857
C 4.023 -1.010 -0.680
C 4.745 0.244 -1.239
C 6.201 0.213 -0.837
S 6.024 -0.273 0.903
O 5.412 0.806 1.632
O 7.219 -0.850 1.448
C 4.774 -1.544 0.541
C -0.224 -1.654 0.475
C -1.525 -1.416 0.858
H -5.193 -2.250 0.759
H -6.004 -1.763 2.244
H -6.833 -2.813 1.092
H -6.885 -0.975 -0.574
H -7.695 -0.505 0.919
H -5.583 0.666 1.646
H -6.366 1.355 0.217
H -4.704 -0.080 -1.167
H -4.087 1.372 -0.333
H -2.524 0.433 -1.804
H -0.226 -0.027 -2.478
H 1.896 -0.410 1.563
H 3.238 0.621 1.065
H 0.203 1.051 2.158
H -1.418 2.798 1.574
H -1.229 3.993 -0.579
H 0.607 3.432 -2.130
H 2.214 1.675 -1.554
H 3.990 -1.780 -1.461
H 4.299 1.138 -0.799
H 4.615 0.290 -2.321
H 6.696 1.174 -0.917
H 6.777 -0.562 -1.333
H 5.323 -2.456 0.333
H 4.136 -1.687 1.406
H 0.412 -2.268 1.097
H -1.919 -1.819 1.778
*
```

## Properties
ΔE to the lowest compared entry with this formula, charge and spin = 19.44 kJ/mol
E_tot = -1608.427498 a.u.
HOMO-LUMO gap = 9.06 eV
SMILES = CCCCOc1ccc(C(=O)N(Cc2ccccc2)[C@H]2CCS(=O)(=O)C2)cc1
LUMO energy = 0.626 eV

---

Computed, not measured: one molecule with the formula C2H7N3 at a distorted geometry, with ωB97M-V/def2-TZVPD.

```
! RIJCOSX wB97M-V def2-TZVPD def2/J DEFGRID3
* xyz 0 1
C 1.900 -0.279 -0.016
N 1.218 0.980 -0.090
N -0.004 1.054 -0.046
C -0.849 -0.103 0.104
N -2.239 0.203 -0.061
H 2.971 -0.089 -0.048
H 1.509 -0.945 -0.842
H 1.634 -0.847 0.880
H -0.691 -0.557 1.092
H -0.505 -0.898 -0.640
H -2.407 0.609 -0.974
H -2.536 0.871 0.641
*
```

## Properties
ΔE to the lowest compared entry with this formula, charge and spin = 200.52 kJ/mol
E_tot = -244.598993 a.u.
HOMO-LUMO gap = 9.58 eV
SMILES = C/N=N\CN
LUMO energy = 0.977 eV

---

Computed, not measured: a 5-piece molecular cluster, CH11O5 overall, with ωB97M-V/def2-TZVPD.

```
! RIJCOSX wB97M-V def2-TZVPD def2/J DEFGRID3
* xyz -1 1
C 0.239 -1.962 2.561
O 1.553 -2.420 2.368
H 0.016 -1.089 1.941
H 0.124 -1.579 3.578
H -0.469 -2.768 2.352
H -0.249 2.151 -0.986
H -0.107 2.957 -2.292
O -0.249 3.067 -1.346
H 1.807 -2.120 1.471
H -0.717 -0.179 -0.275
O 0.014 0.342 -0.621
H -3.471 1.494 -1.597
H -2.283 2.342 -1.892
O -3.071 1.977 -2.329
H 2.127 -1.438 -0.999
H 1.104 -0.571 -0.326
O 1.815 -1.332 -0.107
*
```

## Properties
ΔE to the lowest compared entry with this formula, charge and spin = 49.15 kJ/mol
E_tot = -420.932087 a.u.
HOMO-LUMO gap = 8.73 eV
LUMO energy = 3.907 eV

---

Computed, not measured: C4H7NO2 as an isolated structure, with ωB97M-V/def2-TZVPD.

```
! RIJCOSX wB97M-V def2-TZVPD def2/J DEFGRID3
* xyz 0 1
C -2.123 0.632 -0.092
C -1.172 -0.444 0.327
O -0.608 -1.162 -0.515
C 1.340 -0.997 -0.370
C 1.359 0.387 0.118
N 2.602 0.505 -0.273
O 0.508 0.960 0.811
H -2.186 1.405 0.676
H -3.119 0.205 -0.258
H -1.766 1.064 -1.030
H -1.123 -0.698 1.396
H 1.515 -1.218 -1.413
H 1.519 -1.792 0.349
H 3.184 1.107 0.308
*
```

## Properties
ΔE to the lowest compared entry with this formula, charge and spin = 379.10 kJ/mol
E_tot = -361.736467 a.u.
HOMO-LUMO gap = 9.86 eV
LUMO energy = 0.236 eV

---

Computed, not measured: C2H6N3S2 as an isolated structure at a distorted geometry, with ωB97M-V/def2-TZVPD.

```
! RIJCOSX wB97M-V def2-TZVPD def2/J DEFGRID3
* xyz 1 1
C -3.505 -0.547 0.473
C 2.092 0.492 -0.076
N -2.417 -0.905 0.010
N -1.327 -1.090 -0.308
N 3.087 1.394 -0.314
S 0.545 1.123 -0.423
S 2.241 -1.127 0.614
H -3.741 -0.164 1.428
H -4.404 -0.609 -0.251
H -0.491 -0.296 -0.447
H 4.046 1.015 -0.425
H 2.862 1.958 -1.094
H 1.011 -1.244 0.813
*
```

## Properties
ΔE to the lowest compared entry with this formula, charge and spin = 360.28 kJ/mol
E_tot = -1040.074906 a.u.
HOMO-LUMO gap = 8.40 eV
LUMO energy = -4.992 eV

---

Computed, not measured: a 2-piece molecular cluster, C4H8FNO overall at a distorted geometry, with ωB97M-V/def2-TZVPD.

```
! RIJCOSX wB97M-V def2-TZVPD def2/J DEFGRID3
* xyz 0 3
C -0.245 0.304 -0.059
C -2.433 0.033 -0.119
C 2.366 0.705 0.297
C 1.312 -0.201 -0.374
N -2.578 -1.246 0.131
O -2.995 1.088 -0.198
F 1.421 -1.486 0.085
H -0.114 0.646 1.067
H -0.476 1.266 -0.493
H 3.197 0.151 0.031
H 2.103 0.819 1.278
H 2.239 1.751 -0.052
H 1.563 -0.360 -1.382
H -1.874 -1.914 -0.060
H -3.486 -1.556 -0.152
*
```

## Properties
ΔE to the lowest compared entry with this formula, charge and spin = 256.11 kJ/mol
E_tot = -386.838456 a.u.
HOMO-LUMO gap (spin up / spin down) = 6.46 / 9.54 eV
LUMO energy (spin up / spin down) = 0.875 / -1.513 eV

---

Computed, not measured: C22H25GeIN3Se3TeV as an isolated structure at a distorted geometry, with ωB97M-V/def2-TZVPD.

```
! RIJCOSX wB97M-V def2-TZVPD def2/J DEFGRID3
* xyz -1 4
V 2.285 -0.702 0.942
Se 1.897 -1.286 3.274
Se 3.828 -0.423 4.137
Te 5.664 -1.280 2.613
Se 5.246 -0.249 0.447
I 2.246 -0.745 -2.326
C 2.270 1.378 -2.120
C 2.287 2.113 -3.274
C 2.299 3.510 -3.205
C 2.304 4.128 -1.988
C 2.296 3.382 -0.790
C 2.338 4.023 0.463
C 2.322 3.287 1.616
C 2.226 1.894 1.558
C 2.211 1.195 0.367
C 2.262 1.951 -0.836
H 2.290 1.621 -4.234
H 2.318 4.083 -4.118
H 2.329 5.206 -1.922
H 2.386 5.101 0.499
H 2.370 3.770 2.582
H 2.154 1.371 2.511
N 2.496 -2.434 0.445
C 2.455 -3.585 0.680
C 2.333 -4.906 0.962
C 1.068 -5.494 0.862
N 0.020 -5.964 0.789
C 3.423 -5.649 1.417
N 4.319 -6.260 1.804
C -4.338 2.829 -0.471
C -2.846 2.604 -0.681
C -2.385 1.268 -0.102
C -0.903 1.039 -0.343
Ge -0.155 -0.604 0.584
C -0.776 -2.287 -0.361
C -2.269 -2.455 -0.613
C -3.056 -2.657 0.677
C -4.535 -2.907 0.407
H -4.649 3.786 -0.886
H -4.581 2.820 0.589
H -4.914 2.042 -0.955
H -2.285 3.413 -0.209
H -2.623 2.624 -1.750
H -2.966 0.461 -0.549
H -2.577 1.251 0.974
H -0.356 1.911 0.025
H -0.703 0.965 -1.414
H -0.992 -0.571 1.911
H -0.421 -3.146 0.214
H -0.251 -2.314 -1.319
H -2.413 -3.329 -1.260
H -2.654 -1.584 -1.151
H -2.941 -1.769 1.302
H -2.632 -3.508 1.214
H -4.974 -2.065 -0.128
H -5.080 -3.052 1.338
H -4.664 -3.803 -0.198
*
```

## Properties
ΔE to the lowest compared entry with this formula, charge and spin = 279.78 kJ/mol
E_tot = -11808.560276 a.u.
HOMO-LUMO gap (spin up / spin down) = 6.73 / 4.47 eV
LUMO energy (spin up / spin down) = 1.633 / -0.227 eV

---

Computed, not measured: one molecule with the formula C6H11NS at a distorted geometry, with ωB97M-V/def2-TZVPD.

```
! RIJCOSX wB97M-V def2-TZVPD def2/J DEFGRID3
* xyz 0 1
C 0.139 1.955 -0.735
C -0.021 1.062 0.514
C -1.198 0.036 0.524
N -1.170 -1.179 -0.323
C 0.096 -1.942 -0.272
C 1.091 -0.822 -0.438
S 2.724 -0.279 0.068
C 1.109 0.066 0.748
H -0.266 2.956 -0.534
H -0.311 1.558 -1.633
H 1.207 2.125 -0.902
H -0.173 1.708 1.381
H -2.098 0.591 0.234
H -1.360 -0.208 1.565
H -1.941 -1.782 -0.063
H 0.170 -2.635 -1.112
H 0.216 -2.551 0.641
H 0.802 -0.234 -1.334
H 0.982 -0.425 1.670
*
```

## Properties
ΔE to the lowest compared entry with this formula, charge and spin = 164.23 kJ/mol
E_tot = -688.086682 a.u.
HOMO-LUMO gap = 9.77 eV
SMILES = C[C@H]1CNC[C@@H]2S[C@H]21
LUMO energy = 0.985 eV

---

Computed, not measured: a 9-piece molecular cluster, C59H65ClN9O17S overall at a distorted geometry, with ωB97M-V/def2-TZVPD.

```
! RIJCOSX wB97M-V def2-TZVPD def2/J DEFGRID3
* xyz 1 1
C 4.096 -6.328 3.604
C 4.455 -6.859 2.208
C 5.956 -6.676 1.889
C 3.515 -6.355 1.096
C 3.799 -4.994 0.440
C 2.570 -4.560 -0.377
C 4.106 -3.925 1.466
O 4.479 -2.674 0.721
S 3.902 -1.383 1.418
Cl 4.540 0.013 0.182
C 4.850 -1.172 2.940
C 5.967 -0.116 3.003
C 7.373 -0.698 2.811
C 7.792 -0.927 1.360
N 8.172 0.343 0.729
H 3.037 -6.481 3.820
H 4.358 -5.276 3.744
H 4.666 -6.884 4.352
H 4.273 -7.935 2.268
H 6.467 -6.120 2.680
H 6.457 -7.644 1.840
H 6.133 -6.191 0.928
H 3.551 -7.083 0.280
H 2.487 -6.356 1.472
H 4.644 -5.044 -0.253
H 2.756 -3.624 -0.906
H 2.291 -5.346 -1.077
H 1.719 -4.417 0.297
H 3.217 -3.708 2.071
H 4.965 -4.155 2.091
H 4.081 -0.980 3.692
H 5.280 -2.155 3.151
H 5.773 0.728 2.342
H 5.924 0.291 4.016
H 8.094 -0.018 3.268
H 7.442 -1.643 3.364
H 8.667 -1.579 1.363
H 7.004 -1.445 0.797
H 8.947 0.200 0.095
H 7.417 0.724 0.174
C -2.551 -1.047 -2.218
C -2.138 -1.589 -1.007
C -1.581 -2.855 -0.964
C -1.435 -3.557 -2.150
C -1.848 -3.046 -3.369
C -2.414 -1.779 -3.392
N -0.780 -4.869 -2.111
O -0.435 -5.302 -1.027
O -0.584 -5.449 -3.161
H -2.953 -0.055 -2.254
H -2.244 -1.015 -0.096
H -1.253 -3.291 -0.031
H -1.720 -3.621 -4.274
H -2.734 -1.350 -4.333
C 2.365 0.998 -2.468
C 1.310 0.129 -2.719
C 0.413 0.404 -3.739
C 0.593 1.555 -4.482
C 1.627 2.441 -4.242
C 2.522 2.153 -3.224
N -0.351 1.833 -5.582
O -1.236 1.036 -5.774
O -0.206 2.875 -6.196
H 3.069 0.759 -1.681
H 1.183 -0.771 -2.130
H -0.411 -0.259 -3.951
H 1.738 3.330 -4.846
H 3.343 2.829 -3.028
C -0.983 4.848 -3.805
C -0.937 4.512 -2.458
C -1.390 5.403 -1.500
C -1.888 6.621 -1.923
C -1.931 6.987 -3.257
C -1.472 6.086 -4.203
N -2.416 7.550 -0.915
O -2.357 7.211 0.254
O -2.895 8.597 -1.300
H -0.655 4.135 -4.543
H -0.559 3.543 -2.152
H -1.373 5.156 -0.449
H -2.327 7.950 -3.545
H -1.509 6.342 -5.253
C -4.994 8.869 1.001
C -5.522 10.038 0.465
C -6.766 10.496 0.869
C -7.463 9.763 1.813
C -6.966 8.595 2.359
C -5.720 8.150 1.944
N -8.783 10.250 2.259
O -9.209 11.266 1.750
O -9.363 9.603 3.107
H -4.030 8.524 0.673
H -4.957 10.593 -0.272
H -7.191 11.401 0.463
H -7.542 8.051 3.092
H -5.311 7.240 2.362
C -1.284 -8.916 -4.855
C -1.579 -10.257 -5.067
C -0.944 -11.238 -4.321
C -0.021 -10.845 -3.369
C 0.291 -9.517 -3.145
C -0.348 -8.544 -3.897
N 0.650 -11.877 -2.555
O 0.378 -13.037 -2.779
O 1.435 -11.502 -1.706
H -1.787 -8.155 -5.437
H -2.307 -10.543 -5.814
H -1.159 -12.285 -4.471
H 1.018 -9.252 -2.393
H -0.114 -7.502 -3.724
C 4.190 4.357 7.881
C 3.297 3.702 7.042
C 3.663 3.393 5.742
C 4.929 3.749 5.312
C 5.834 4.406 6.127
C 5.453 4.710 7.424
N 5.336 3.414 3.938
O 4.526 2.843 3.223
O 6.455 3.711 3.585
H 3.900 4.594 8.895
H 2.313 3.433 7.400
H 2.980 2.891 5.074
H 6.811 4.674 5.754
H 6.144 5.223 8.077
C -4.647 6.138 -2.386
C -4.249 5.548 -1.193
C -3.720 4.267 -1.194
C -3.599 3.605 -2.403
C -3.993 4.168 -3.604
C -4.523 5.449 -3.587
N -3.001 2.261 -2.412
O -2.658 1.789 -1.345
O -2.868 1.697 -3.486
H -5.055 7.141 -2.380
H -4.349 6.087 -0.260
H -3.403 3.792 -0.277
H -3.883 3.619 -4.528
H -4.835 5.910 -4.514
C -7.323 -3.582 2.883
C -7.441 -3.210 1.550
C -6.547 -2.308 0.997
C -5.544 -1.798 1.802
C -5.408 -2.150 3.133
C -6.311 -3.051 3.673
N -4.581 -0.852 1.216
O -4.728 -0.542 0.052
O -3.679 -0.442 1.925
H -8.023 -4.289 3.308
H -8.231 -3.624 0.938
H -6.623 -2.006 -0.036
H -4.615 -1.726 3.731
H -6.225 -3.340 4.711
*
```

## Properties
E_tot = -4916.453772 a.u.
HOMO-LUMO gap = 6.37 eV
LUMO energy = -4.284 eV

---

Computed, not measured: a 2-piece molecular cluster, C10H20NO3 overall at a distorted geometry, with ωB97M-V/def2-TZVPD.

```
! RIJCOSX wB97M-V def2-TZVPD def2/J DEFGRID3
* xyz 1 1
C 0.495 2.643 -0.156
C -0.745 -1.173 -1.546
C -0.455 -0.570 0.398
C -1.706 -0.614 -0.415
C -2.896 -1.401 0.186
C -2.143 0.754 -0.907
C 1.900 -2.830 -0.517
C 2.820 2.322 0.454
C -0.752 0.305 2.639
C 1.654 -1.375 -0.795
N 0.294 -0.995 -0.594
O 0.918 3.913 -0.237
O 1.520 1.845 -0.005
O 0.028 -0.236 1.539
H -1.094 -2.146 -1.966
H -0.662 -0.627 -2.491
H -2.720 -1.875 1.177
H -3.105 -2.128 -0.617
H -3.824 -0.841 0.238
H -2.184 0.904 -1.912
H -1.550 1.549 -0.602
H -3.105 0.945 -0.466
H 1.681 -3.181 0.411
H 1.240 -3.363 -1.076
H 2.847 -3.115 -0.667
H 3.337 1.477 0.653
H 2.965 2.935 1.360
H 3.399 2.656 -0.450
H -0.707 1.330 2.380
H -0.187 0.192 3.518
H -1.764 0.124 2.644
H 2.064 -1.024 -1.853
H 2.301 -0.884 -0.192
H 0.137 4.485 -0.134
*
```

## Properties
ΔE to the lowest compared entry with this formula, charge and spin = 555.37 kJ/mol
E_tot = -673.081829 a.u.
HOMO-LUMO gap = 9.93 eV
LUMO energy = -2.466 eV

---

Computed, not measured: a 3-piece molecular cluster, CH3NO2S2 overall at a distorted geometry, with ωB97M-V/def2-TZVPD.

```
! RIJCOSX wB97M-V def2-TZVPD def2/J DEFGRID3
* xyz 0 1
O -2.726 3.400 0.719
C -2.352 2.503 0.078
O -2.012 1.570 -0.500
N -3.726 -0.666 0.654
S -2.855 -1.069 -0.519
H -3.849 -1.058 1.598
S 0.575 -0.486 0.401
H 0.681 -1.831 0.976
H 0.580 -0.947 -0.986
*
```

## Properties
ΔE to the lowest compared entry with this formula, charge and spin = 123.11 kJ/mol
E_tot = -1041.444418 a.u.
HOMO-LUMO gap (spin up / spin down) = 7.33 / 7.40 eV
SMILES = O=C=O.N=S.S
LUMO energy (spin up / spin down) = -0.701 / -0.677 eV

---

Computed, not measured: an isolated ion of composition C3H8N3O and charge +1 at a distorted geometry, with ωB97M-V/def2-TZVPD.

```
! RIJCOSX wB97M-V def2-TZVPD def2/J DEFGRID3
* xyz 1 1
C 1.793 -0.554 -0.502
C -0.122 0.276 0.706
C -1.077 0.848 -1.477
N 1.862 0.156 0.517
N -0.419 -0.078 -0.536
N -0.402 -0.753 1.836
O 0.631 -0.876 -1.071
H 2.611 -0.926 -0.963
H -0.361 1.377 0.859
H -1.620 1.696 -1.116
H -0.134 1.404 -1.915
H -1.527 0.312 -2.286
H 0.369 -1.460 1.718
H -1.276 -1.097 1.474
H -0.326 -0.327 2.755
*
```

## Properties
ΔE to the lowest compared entry with this formula, charge and spin = 520.64 kJ/mol
E_tot = -358.198141 a.u.
HOMO-LUMO gap = 10.37 eV
LUMO energy = -3.637 eV